1.
Molecular formula: CH2IP
Method: DFT, ωB97M-V with the def2-TZVPD basis set

Structure (XYZ):
```
5
Properties=species:S:1:pos:R:3:forces:R:3
C -0.167552 -0.369625 0.005244 5.404 2.956 -3.076
P 0.764999 1.113220 -0.147020 -2.710 -1.894 0.466
I 0.526671 -2.027901 -1.064594 -0.101 0.054 0.172
H -0.873514 -0.623822 0.650347 -3.376 -0.689 2.532
H -0.250603 1.908127 0.556023 0.783 -0.428 -0.093
```
Forces are in eV/Å.

F_max ... 0.13390 Eh/bohr
HOMO level ... -8.90 eV

---

2.
Molecular formula: C24H30CoN7O
Method: DFT, ωB97M-V with the def2-TZVPD basis set

Structure (XYZ):
```
63
Properties=species:S:1:pos:R:3:forces:R:3
Co 0.037367 0.038976 -0.075484 0.093 -0.306 0.029
C -2.300852 3.240619 -1.641564 0.013 -0.049 -0.022
C -1.471768 2.244588 -0.883819 0.019 0.231 0.203
N -1.270017 1.041185 -1.265777 -0.013 -0.122 -0.146
C -2.042661 0.589746 -2.444468 0.078 0.061 0.090
C -2.348338 -0.896576 -2.405340 0.000 0.047 0.011
N -2.716933 -1.301407 -1.064428 -0.021 -0.126 -0.084
C -2.279916 -2.630262 -0.704737 -0.001 0.001 -0.010
C -0.767604 -2.926264 -0.886562 0.042 0.077 0.038
N 0.154056 -1.760736 -1.077066 0.100 0.187 0.075
C 1.540973 -2.199495 -0.783849 -0.097 0.003 -0.074
C 1.725781 -2.159704 0.711200 -0.042 0.002 0.077
N 1.197423 -0.876501 1.266201 -0.034 0.013 -0.123
C 1.645300 1.154254 2.619219 -0.019 0.089 -0.111
C 2.225578 1.528032 3.943869 0.043 -0.064 -0.024
C 0.620763 2.006918 2.092825 0.148 -0.199 0.035
C 0.296906 3.197387 2.785963 0.024 0.062 0.126
C -0.600318 4.091293 2.271955 -0.045 0.013 -0.058
C -1.174426 3.821978 1.033517 0.017 0.106 0.087
C -0.850556 2.637506 0.408399 -0.122 -0.172 -0.315
N -0.016425 1.724300 0.930354 0.038 0.173 0.039
H -3.365968 3.082564 -1.455051 0.004 -0.002 0.029
H -2.134218 3.138713 -2.711691 -0.007 0.012 0.001
H -2.057102 4.259708 -1.363084 0.020 0.005 -0.001
H -1.506180 0.854333 -3.358783 0.033 -0.021 -0.002
H -2.992666 1.120131 -2.459774 -0.012 0.004 0.011
H -1.509487 -1.473051 -2.807765 0.013 -0.020 -0.016
H -3.167163 -1.079092 -3.107322 -0.036 -0.009 0.022
H -2.383097 -0.651764 -0.366619 -0.021 -0.005 0.033
H -2.833994 -3.361692 -1.297376 0.002 -0.007 -0.006
H -2.554471 -2.795674 0.334475 0.031 0.058 0.025
H -0.599407 -3.605869 -1.725139 -0.021 0.011 -0.039
H -0.420618 -3.447784 0.002387 -0.033 -0.023 0.007
H 0.133732 -1.491488 -2.052641 -0.022 -0.115 -0.057
H 2.224568 -1.520327 -1.286442 0.008 0.005 0.027
H 1.724316 -3.210138 -1.159559 -0.021 -0.012 -0.015
H 2.769570 -2.294801 0.988212 -0.005 0.032 -0.063
H 1.171345 -2.963728 1.192924 0.056 -0.037 0.021
H 2.870428 0.748099 4.324128 0.041 -0.062 0.024
H 1.439807 1.710314 4.678467 0.013 -0.037 0.003
H 2.822834 2.445900 3.872227 -0.015 -0.011 -0.003
H 0.777395 3.408188 3.727239 -0.029 0.021 -0.040
H -0.844912 4.997578 2.808801 0.001 -0.006 -0.002
H -1.869082 4.514238 0.586757 -0.002 0.005 0.019
O -1.032747 -0.902251 1.696163 0.108 -0.046 0.070
C 0.094273 -1.132718 2.218651 -0.033 0.117 -0.187
C 0.401134 -1.602932 3.483055 0.117 -0.075 0.176
C 1.677598 -1.904331 4.003892 -0.169 0.037 -0.047
C 2.970155 -1.600812 3.525789 0.070 0.105 0.006
C 3.326513 -0.735602 2.527377 -0.089 -0.049 0.162
C 2.290592 0.036436 1.776747 -0.108 0.104 -0.029
C 2.863278 0.664415 0.516715 -0.079 0.002 0.101
N 2.179989 0.812728 -0.596721 0.030 -0.005 -0.214
C 3.020839 1.453626 -1.482971 -0.075 0.027 0.064
C 4.216771 1.698029 -0.884611 -0.006 -0.034 0.070
N 4.101534 1.187830 0.389045 0.011 0.054 -0.028
H -0.461990 -1.842068 4.092329 0.031 -0.018 0.026
H 1.663614 -2.468295 4.928865 -0.018 0.004 0.004
H 3.784119 -2.089993 4.050633 -0.009 -0.005 -0.007
H 4.367968 -0.635858 2.253930 0.006 0.001 -0.003
H 2.713617 1.701099 -2.484951 -0.001 -0.022 0.011
H 5.117858 2.168078 -1.236136 -0.008 -0.009 0.000
H 4.811721 1.202623 1.101415 0.001 0.001 0.004
```
Forces are in eV/Å.

2S+1 ... 4
Total charge ... +1
⟨S²⟩ ... 3.8105
F_max ... 0.00737 Eh/bohr
HOMO level (spin up / spin down) ... -8.69 / -10.67 eV

---

3.
Molecular formula: C4H7N3
Method: DFT, ωB97M-V with the def2-TZVPD basis set

Structure (XYZ):
```
14
Properties=species:S:1:pos:R:3:forces:R:3
H -2.304302 -1.100073 1.517152 0.084 0.044 -0.066
N -1.806606 -0.568717 0.808400 0.265 0.017 0.219
C -0.655548 -0.203861 1.224532 -0.123 0.038 -0.181
C -0.135232 -0.559484 2.548824 0.302 -0.329 0.956
N 0.256064 -0.885760 3.587491 -0.380 0.355 -1.024
N 0.206580 0.562991 0.493414 0.043 -0.130 0.109
C -0.008351 0.786747 -0.928409 -0.085 0.065 -0.122
C 0.879695 -0.106604 -1.790963 0.020 -0.043 -0.040
H 1.148051 0.654127 0.844604 -0.133 -0.016 0.003
H -1.064422 0.580846 -1.114160 0.165 0.048 -0.010
H 0.171030 1.845253 -1.150848 -0.023 -0.170 0.039
H 0.746846 -1.158382 -1.517110 -0.010 0.147 -0.048
H 1.939615 0.147896 -1.672671 -0.159 -0.038 0.014
H 0.626580 0.005022 -2.850255 0.033 0.011 0.152
```
Forces are in eV/Å.

F_max ... 0.02233 Eh/bohr
Structure (SMILES) ... [H]/N=C(\C#N)NCC
HOMO level ... -9.65 eV

---

4.
Molecular formula: CBrFNO2
Method: DFT, ωB97M-V with the def2-TZVPD basis set

Structure (XYZ):
```
6
Properties=species:S:1:pos:R:3:forces:R:3
C -0.656236 -0.450683 -0.102595 1.861 -3.844 1.098
N 0.439842 0.131293 0.542209 -1.610 3.618 0.006
O -1.403295 -0.083427 -0.958153 -0.518 0.760 -0.234
O -0.492696 -1.614357 0.486881 -2.086 0.117 -0.641
F 0.059193 2.328619 -0.099388 0.150 -0.187 0.383
Br 2.053192 -0.311443 0.131046 2.203 -0.464 -0.613
```
Forces are in eV/Å.

2S+1 ... 3
Total charge ... -1
⟨S²⟩ ... 2.0179
F_max ... 0.08575 Eh/bohr
HOMO level (spin up / spin down) ... -4.45 / -4.79 eV